(1)
110
Properties=species:S:1:pos:R:3:forces:R:3:mulliken_charge:R:1 method="wB97M-V/def2-TZVPD" relative_energy_ev=0.386 energy_ha=-4787.50205 lumo_energy_ev=-1.96 homo_energy_ev=-10.257 gap_ev=8.300 total_charge=+1 multiplicity=1
Ca -0.670979 0.391714 -0.869396 -0.04 -1.06 -0.66 1.854
N -1.385810 0.296283 1.513400 0.20 0.08 -0.05 -0.506
C -1.992785 -0.950791 1.994794 -0.03 0.11 -0.06 -1.007
C -1.385432 -2.154804 1.287452 -0.02 -0.05 -0.01 0.056
N -1.365915 -2.046508 -0.184168 0.08 0.19 -0.01 0.196
C -2.602698 -2.455594 -0.864779 0.06 -0.06 -0.01 -0.643
C -3.689671 -1.383385 -0.896205 -0.03 0.07 0.02 -0.854
N -3.169651 -0.061370 -1.277279 0.08 0.06 0.00 -0.478
H -0.454443 0.387931 1.919883 -0.02 -0.04 0.12 -0.231
H -1.884858 1.116599 1.846911 -0.08 -0.02 -0.01 0.295
H -3.067411 -0.894635 1.824959 -0.01 0.00 0.00 0.378
H -1.842649 -1.087653 3.068773 -0.02 -0.02 0.03 0.470
H -1.919347 -3.058861 1.604327 0.00 -0.02 0.02 0.428
H -0.349664 -2.260068 1.617838 0.00 0.03 -0.01 -0.317
H -0.615110 -2.638444 -0.521841 -0.04 -0.03 0.06 -0.122
H -3.028174 -3.352082 -0.397308 -0.01 -0.04 -0.04 0.404
H -2.334027 -2.732186 -1.888338 0.01 0.08 -0.01 0.385
H -4.158484 -1.303547 0.082477 0.03 0.02 0.03 0.310
H -4.473056 -1.721679 -1.577828 -0.05 -0.04 0.01 0.471
H -3.660720 0.680544 -0.789600 0.02 -0.03 0.02 0.213
H -3.319200 0.132741 -2.261335 0.02 -0.04 0.00 0.180
N 2.656138 -0.212669 2.798200 0.13 -0.11 0.11 -0.455
P 1.295849 -0.021258 3.831479 -0.11 -0.04 -0.08 0.856
C 2.041026 -0.434179 5.440346 0.01 0.04 0.10 0.200
C 2.879663 0.448723 6.121742 0.03 0.01 -0.01 -0.392
C 3.478155 0.068163 7.313760 -0.02 -0.03 -0.01 -0.621
C 3.239161 -1.196502 7.837737 0.00 0.01 0.00 -0.510
C 2.399700 -2.078409 7.171617 0.00 -0.01 0.00 -0.659
C 1.799885 -1.696606 5.979409 0.00 -0.03 0.00 -0.267
C 1.110962 1.789849 3.936873 0.04 0.08 -0.02 0.282
C 1.780894 2.658999 3.083013 -0.01 -0.01 -0.02 0.116
C 1.528926 4.025293 3.128136 0.00 -0.01 0.00 -0.543
C 0.601622 4.532168 4.024165 0.01 -0.01 0.00 -0.570
C -0.078465 3.668983 4.876802 0.00 0.02 0.00 -0.688
C 0.169001 2.307316 4.828723 -0.03 0.00 0.03 -0.826
P 2.463762 -1.122129 1.374478 -0.32 0.09 0.02 1.117
C 2.577247 -2.873099 1.899985 0.11 -0.07 -0.03 0.319
C 1.973392 -3.840021 1.099899 -0.04 -0.04 -0.04 -0.025
C 2.015487 -5.184748 1.446231 0.00 0.02 -0.01 -0.790
C 2.652988 -5.572263 2.615348 0.02 0.00 0.03 -0.630
C 3.253821 -4.616277 3.426386 0.00 -0.01 -0.01 -0.703
C 3.220757 -3.277203 3.067944 -0.02 0.01 0.01 -0.636
C 4.099499 -0.872038 0.609163 0.07 -0.08 -0.06 0.479
C 4.810105 0.315213 0.777907 -0.02 0.00 0.00 -0.244
C 6.003054 0.524740 0.098592 0.01 0.02 0.01 -0.710
C 6.495334 -0.443156 -0.764591 0.01 -0.01 -0.01 -0.649
C 5.793595 -1.630010 -0.938494 -0.02 0.00 0.00 -0.645
C 4.605926 -1.843817 -0.255233 0.03 0.04 -0.03 -0.803
H 3.561441 -0.243845 3.254102 0.04 0.10 0.01 0.488
H 3.057016 1.441869 5.723674 -0.01 -0.02 0.00 0.401
H 4.125649 0.759764 7.837960 -0.01 -0.01 -0.01 0.411
H 3.700843 -1.490658 8.771995 -0.01 0.01 -0.02 0.398
H 2.204230 -3.060320 7.584962 0.01 0.03 -0.01 0.426
H 1.140796 -2.385447 5.461548 0.01 0.02 0.00 0.393
H 2.494421 2.262752 2.370758 -0.02 0.02 0.02 0.123
H 2.056280 4.690258 2.455387 -0.02 -0.01 0.01 0.435
H 0.400712 5.595600 4.056861 0.01 -0.03 0.00 0.408
H -0.805899 4.061237 5.576668 0.02 -0.02 -0.02 0.423
H -0.371623 1.643898 5.497903 0.03 0.00 -0.03 0.466
H 1.468282 -3.539286 0.184099 0.02 0.02 0.04 0.241
H 1.546240 -5.925876 0.810802 0.01 0.01 0.01 0.442
H 2.681734 -6.617198 2.897849 0.00 0.03 -0.01 0.391
H 3.752528 -4.915967 4.340190 -0.02 0.01 -0.03 0.445
H 3.691746 -2.544979 3.713996 -0.01 0.00 -0.01 0.396
H 4.432683 1.083594 1.442724 0.01 -0.02 -0.03 0.242
H 6.550435 1.447114 0.251116 -0.01 -0.03 -0.01 0.445
H 7.431158 -0.282584 -1.285891 -0.03 0.00 0.01 0.416
H 6.183253 -2.401144 -1.592752 -0.01 0.03 0.02 0.439
H 4.081322 -2.784647 -0.381873 0.01 0.02 0.00 0.411
F 0.452755 4.569438 -2.080749 0.02 -0.04 -0.03 -0.203
C -0.342467 4.764317 -1.026014 -0.04 -0.07 0.01 0.405
F -1.346663 5.553322 -1.383390 -0.03 0.04 -0.06 -0.194
F 0.357975 5.353219 -0.063933 0.05 0.04 0.03 -0.165
S -0.999181 3.163507 -0.411508 0.13 0.21 0.05 1.409
O -1.597501 2.505947 -1.577706 -0.22 0.17 0.07 -0.754
O -1.888446 3.496155 0.657134 -0.03 0.04 0.04 -0.683
O 0.198749 2.395450 -0.033807 0.13 0.23 0.21 -0.546
S -1.838446 2.339027 -7.650983 0.04 0.04 0.10 -0.135
C -1.505681 1.542792 -6.100197 -0.02 0.03 -0.03 0.412
C -0.475164 2.009906 -5.296495 0.09 -0.05 -0.02 -1.138
C -0.217562 1.366404 -4.096598 -0.01 -0.01 -0.02 0.257
N -0.919203 0.321497 -3.652857 -0.07 0.07 0.15 0.575
C -1.900793 -0.125581 -4.443449 0.05 -0.05 0.00 -0.664
C -2.223485 0.432464 -5.664433 -0.05 0.02 0.04 -1.087
C -3.611679 2.464620 -7.527702 -0.17 -0.10 -0.08 0.097
C -4.435571 1.542438 -8.159672 0.08 0.03 -0.07 -0.030
C -5.810554 1.686125 -8.031077 -0.04 0.05 0.03 -0.381
N -6.385239 2.664876 -7.336083 0.06 -0.03 -0.02 -0.556
C -5.584562 3.552510 -6.750279 0.00 -0.02 -0.01 -0.385
C -4.198730 3.501331 -6.816957 0.04 -0.01 0.05 -0.174
H 0.109644 2.873667 -5.584719 -0.03 -0.02 0.00 0.500
H 0.580151 1.727231 -3.454178 -0.03 -0.01 -0.02 0.169
H -2.451144 -0.993536 -4.088865 0.01 0.03 0.00 0.532
H -3.026886 0.015665 -6.257190 0.02 0.02 0.01 0.443
H -4.017933 0.739624 -8.753935 0.00 0.01 0.04 0.456
H -6.477751 0.978730 -8.512807 0.01 0.04 0.02 0.360
H -6.069985 4.350733 -6.198838 0.00 -0.03 -0.02 0.362
H -3.594963 4.251018 -6.322231 -0.01 -0.02 -0.02 0.419
C 1.235968 -2.224245 -3.438874 -0.01 0.00 0.00 -1.231
C 1.941876 -1.028615 -2.901824 -0.07 -0.05 0.05 -0.421
N 1.535324 -0.276382 -1.901301 -0.04 0.21 0.07 1.289
C 2.477234 0.728692 -1.765860 0.10 0.07 0.05 -0.271
C 3.452628 0.575485 -2.694979 0.03 -0.04 -0.03 -1.479
N 3.098686 -0.548003 -3.408601 -0.01 0.01 0.02 0.285
H 0.376223 -2.441221 -2.807175 0.01 0.01 -0.01 -0.209
H 1.884406 -3.101769 -3.454416 0.00 0.02 -0.01 0.478
H 0.869532 -2.045946 -4.451726 0.02 0.00 0.02 0.367
H 2.396546 1.489898 -1.005265 -0.04 -0.04 -0.03 0.486
H 4.353572 1.129564 -2.894116 -0.04 -0.03 0.01 0.464
H 3.621274 -0.960694 -4.161524 0.02 0.00 -0.01 0.215

(2)
65
Properties=species:S:1:pos:R:3:forces:R:3:nbo_charge:R:1 method="wB97M-V/def2-TZVPD" relative_energy_ev=1.314 energy_ha=-1806.40008 lumo_energy_ev=0.08 homo_energy_ev=-9.032 gap_ev=9.111 total_charge=0 multiplicity=1
N 2.060287 3.004945 -1.336237 0.73 0.25 0.09 -0.846
C 2.544979 1.955367 -0.594566 -1.02 0.95 -1.15 0.791
N 3.737585 1.951319 -0.050045 1.20 -1.00 0.96 -0.824
O 1.825039 0.980523 -0.500974 -1.29 -1.77 0.12 -0.749
H 2.292657 3.955464 -1.163141 0.38 0.42 0.11 0.387
H 1.172130 2.830328 -1.748421 -0.38 0.02 -0.06 0.395
H 4.486068 2.566634 -0.260141 0.22 0.56 -0.28 0.394
H 3.971716 0.997514 0.281719 0.21 0.78 0.29 0.455
N 2.246163 0.390982 3.671356 1.43 0.11 -0.12 -0.874
C 2.719466 1.045565 4.781662 -1.24 1.54 1.53 0.782
N 1.761760 1.882817 5.384412 -0.30 -1.05 -1.78 -0.889
O 3.850265 0.989091 5.211118 0.33 -0.70 -0.33 -0.643
H 1.302371 0.124057 3.475115 -0.17 0.05 0.37 0.407
H 3.001557 -0.098433 3.220596 -0.20 -0.26 -0.39 0.413
H 1.810095 2.259740 6.298955 0.66 0.16 0.39 0.397
H 1.128370 2.292606 4.721084 -0.47 0.08 0.20 0.401
N -3.377125 -1.544257 0.705093 -0.05 -0.02 -0.77 -0.868
C -4.390846 -2.258360 1.299422 0.39 -0.24 1.27 0.768
N -5.339247 -2.766708 0.456718 0.34 0.37 -1.00 -0.838
O -4.438412 -2.452017 2.506163 0.01 0.25 -0.43 -0.652
H -3.152651 -1.723934 -0.280121 0.07 0.10 0.72 0.405
H -2.581001 -1.414802 1.309616 -0.05 -0.08 -0.06 0.400
H -6.197782 -2.976652 0.907366 -0.57 -0.25 0.33 0.398
H -5.428899 -2.294675 -0.429879 -0.13 -0.12 -0.06 0.378
N -1.642621 3.711485 0.060794 0.89 0.13 0.54 -0.838
C -2.024871 2.447066 -0.148050 1.07 -2.83 0.16 0.774
N -3.118132 2.163982 -0.896033 -0.75 1.04 -0.07 -0.823
O -1.266323 1.508628 0.243193 -1.39 1.42 -0.67 -0.749
H -0.853774 3.632141 0.684402 0.23 0.79 0.29 0.431
H -2.177917 4.556142 0.047619 -0.38 -0.08 -0.12 0.405
H -3.365292 1.203639 -0.950170 -0.09 -0.73 0.15 0.412
H -3.919894 2.781979 -0.860311 0.29 0.01 -0.14 0.391
N 3.051839 -2.197658 1.167209 -0.82 -0.07 0.02 -0.843
C 4.277913 -1.618219 1.199515 -1.31 -1.55 -0.31 0.785
N 5.293242 -2.471771 1.117087 1.90 -1.08 0.05 -0.826
O 4.492537 -0.432308 1.274363 -0.20 1.94 0.14 -0.710
H 2.226357 -1.647290 1.023555 0.00 0.29 0.17 0.418
H 2.863594 -3.189639 1.117622 0.47 0.21 0.00 0.402
H 5.220306 -3.475019 1.171027 -0.13 0.25 0.03 0.393
H 6.184796 -2.043826 1.301522 0.09 -0.25 -0.03 0.405
N -0.327978 1.439133 -3.020643 0.65 -0.78 0.78 -0.911
C -0.025145 0.618244 -4.107125 -2.87 3.01 -0.21 0.793
N -0.817890 0.774484 -5.269647 0.93 -0.27 1.29 -0.853
O 0.807769 -0.205630 -3.989269 1.90 -2.37 -0.17 -0.628
H -0.810196 2.309806 -2.955597 -0.51 0.12 -0.64 0.393
H 0.166435 1.163143 -2.162035 -0.23 0.08 -0.55 0.426
H -0.339642 0.404471 -6.063070 0.03 -0.18 -0.49 0.394
H -1.361499 1.599119 -5.435926 -0.02 0.21 0.19 0.385
N -2.255436 -3.157592 -3.569797 -1.19 1.05 0.01 -0.857
C -2.641081 -1.916375 -3.063273 2.43 0.50 1.43 0.794
N -1.782953 -1.330232 -2.004353 -0.15 -1.58 -1.92 -0.904
O -3.602746 -1.305319 -3.445245 -0.78 -0.19 -0.15 -0.638
H -1.543578 -3.773855 -3.215644 -0.07 0.35 0.26 0.406
H -3.001914 -3.558229 -4.133496 0.57 -0.01 0.17 0.406
H -1.960823 -0.333394 -1.924316 0.00 -0.16 -0.25 0.395
H -0.781258 -1.463849 -2.230199 -0.72 0.05 0.41 0.402
O 0.100500 2.390352 2.667893 -0.16 -0.45 -0.34 -0.973
H 0.825783 1.939311 2.195518 -0.27 0.27 0.22 0.489
H -0.684659 1.873210 2.399933 0.49 0.36 0.01 0.488
O -0.236243 -3.730356 0.979904 0.13 0.41 0.05 -0.965
H -0.153106 -2.759458 0.908002 0.15 -0.30 -0.01 0.495
H -0.663844 -3.985088 0.161080 -0.12 -0.09 -0.10 0.459
O 0.328297 -0.920416 0.703181 0.33 -0.11 0.23 -1.029
H 0.994535 -0.288816 0.345845 -0.53 0.07 -0.15 0.523
H -0.479645 -0.409142 0.808058 0.02 0.37 -0.24 0.499

(3)
55
Properties=species:S:1:pos:R:3:forces:R:3:nbo_charge:R:1 method="wB97M-V/def2-TZVPD" energy_ha=-1335.57029 lumo_energy_ev="-5.50 / -11.90" homo_energy_ev="-16.527 / -16.522" gap_ev="11.024 / 4.618" total_charge=+2 multiplicity=2
N 0.300667 0.794790 1.268221 0.01 -1.24 -2.87 -0.723
C 0.007588 -0.536621 0.500165 -1.38 1.34 2.36 -0.153
C -0.852067 -0.157013 -0.796835 2.92 1.30 2.00 0.083
C -0.085505 0.569913 -1.883459 -2.34 -0.84 -2.20 -0.675
O -1.880255 0.512470 -0.297331 -0.88 -1.24 -0.04 -0.480
C -0.806854 -1.323174 1.596676 1.03 -0.73 -1.92 0.661
N -1.259457 -2.524427 1.181306 -1.06 -0.19 1.03 -0.824
O -0.847521 -0.908292 2.720231 -0.74 0.08 0.11 -0.558
H -0.185578 1.525281 0.744642 0.27 0.46 0.34 0.443
H 1.311021 0.851073 1.074974 -0.18 0.84 1.01 0.478
H -0.113984 0.778991 2.215850 0.69 -0.34 0.68 0.510
H 0.963790 -1.006112 0.292230 -0.08 -0.07 -0.18 0.281
H -0.830253 -1.250095 -1.164882 -0.93 -0.90 -1.07 0.425
H -0.936944 0.843187 -2.520943 0.18 1.26 0.09 0.273
H 0.375710 -0.018435 -2.681623 0.81 -0.42 0.92 0.287
H 0.523327 1.349731 -1.459419 -0.08 0.17 -0.15 0.269
H -2.348179 1.109799 -0.911856 0.27 0.76 -0.55 0.563
H -1.308378 -2.909300 0.253412 0.26 0.42 -0.34 0.430
H -1.986213 -2.896466 1.785275 0.23 -0.30 0.08 0.437
H 1.506612 -2.927950 -1.460599 0.37 -0.37 -0.08 0.475
H 0.996819 -1.546082 -1.377982 0.03 0.28 -0.30 0.431
O 1.746957 -2.028922 -1.702086 0.46 -0.22 0.08 -0.893
H -1.559644 2.774193 2.967724 -0.46 -0.02 0.06 0.481
H -0.917327 3.445770 1.823587 0.18 0.66 -0.39 0.470
O -1.736968 3.003000 2.044224 0.44 -0.63 0.22 -0.941
H 0.216314 -0.008568 4.490232 0.33 -0.36 -0.17 0.493
H -0.484074 1.188783 4.974753 0.15 0.40 0.02 0.486
O 0.206362 0.941197 4.345507 -0.40 0.23 0.12 -0.959
H -3.520992 -1.247208 -0.003272 -0.26 0.07 0.18 0.479
H -4.338051 -1.929724 -1.107446 -0.17 -0.15 0.18 0.497
O -3.533838 -2.013386 -0.581855 0.35 0.04 -0.51 -0.966
H -2.802205 -0.147502 -4.759122 -0.58 0.08 0.10 0.507
H -3.365491 -0.894344 -3.456492 -0.73 0.45 -0.34 0.475
O -2.651214 -0.808389 -4.080655 1.34 -0.53 0.43 -0.977
H 1.372498 4.544342 -0.605595 0.73 -0.32 -0.16 0.510
H 1.301050 2.930914 -0.903995 1.24 0.49 0.04 0.481
O 0.848614 3.752893 -0.725754 -1.85 -0.19 0.25 -0.991
H 3.080092 1.373106 0.059215 -0.94 -0.17 -0.13 0.513
H 2.839152 0.934972 -1.372368 -0.24 -0.49 -0.22 0.514
O 2.351909 0.977014 -0.538144 1.09 0.87 0.23 -1.061
H 3.422018 -0.918104 0.387293 -0.63 -0.26 0.39 0.458
H 4.266722 -2.213398 0.152162 -0.11 -0.25 0.27 0.491
O 4.175508 -1.285406 -0.053164 0.95 0.62 -0.54 -0.946
H 4.696634 1.019901 0.907118 0.85 0.15 0.45 0.523
H 4.317854 2.387842 1.697802 0.61 -0.11 -0.09 0.523
O 4.010226 1.583245 1.274322 -0.90 -0.21 -0.09 -0.972
H 0.371991 -2.988432 2.543738 -0.17 -0.59 -0.06 0.455
H 1.508980 -3.913842 3.051599 -0.12 -0.06 -0.02 0.487
O 1.116951 -3.039671 3.137181 0.51 0.42 0.17 -0.944
H -3.030075 3.602639 -1.562714 0.07 0.51 -0.05 0.502
H -1.548464 3.684455 -2.102238 -0.08 0.33 0.17 0.509
O -2.274850 3.099984 -1.870708 -0.03 -1.26 0.15 -0.996
H -1.646588 -2.611432 -2.354146 -0.22 -0.21 -0.12 0.518
H -0.284743 -2.869643 -2.996383 0.53 0.23 -0.49 0.536
O -0.699655 -2.657546 -2.158372 -1.32 0.19 0.99 -0.893